No. 1
Here is a 2-piece molecular cluster, ClHN6 overall in a non-equilibrium geometry from the Open Molecules 2025 dataset. Energies are from ωB97M-V/def2-TZVPD.

Calculated values
energy: -21473.6383 eV
E_HOMO: -9.849 eV
orbital gap: 9.6067 eV
LUMO: -0.2421 eV
energy above the lowest of the compared OMol25 structures with the same formula, charge and spin: 3.3 kcal per mole

XYZ file:
```
8
Properties=species:S:1:pos:R:3:forces:R:3:mulliken_charge:R:1
N -0.409 -1.112 1.119 -2.2315 -2.0103 -1.4056 0.96
N 0.426 0.009 -3.004 0.6680 -1.1195 -2.1839 -0.40
N -0.661 -1.728 0.228 0.2510 -0.9285 -1.8019 -0.46
N 0.385 0.641 -2.094 0.9119 -1.6078 -1.8536 0.76
N -0.206 -0.461 2.059 2.4993 3.4235 3.4805 -0.75
N 0.031 1.208 -1.129 -1.8987 2.8311 4.3286 -0.35
Cl 1.209 1.849 -0.064 0.3362 -0.0719 -0.3067 -0.02
H -0.776 -0.405 2.884 -0.5363 -0.5166 -0.2574 0.27
```
Forces are in eV/Å.

No. 2
Here is C21H25N3NiO2PS2 as an isolated structure in a non-equilibrium geometry from the Open Molecules 2025 dataset. Energies are from ωB97M-V/def2-TZVPD.

Calculated values
energy: -102749.2458 eV
E_HOMO (alpha / beta): -10.679 / -10.731 eV
multiplicity: 3
orbital gap (alpha / beta): 7.0025 / 6.6280 eV
LUMO (alpha / beta): -3.6761 / -4.1033 eV
⟨S²⟩: 2.01
charge: +1

XYZ file:
```
55
Properties=species:S:1:pos:R:3:forces:R:3:mulliken_charge:R:1
Ni 7.366 11.386 7.345 -0.1639 0.2943 -0.0902 -0.50
C 6.960 7.105 7.136 0.0265 -0.8884 -0.0140 -0.64
C 8.198 6.742 6.636 -0.0106 -0.1129 0.0943 -0.46
C 9.099 7.730 6.280 0.1505 0.6281 -0.0650 -0.59
C 8.730 9.057 6.438 -0.3283 -0.0082 0.0242 0.58
N 7.525 9.409 6.956 0.5804 -0.5599 -0.6243 0.05
C 6.675 8.441 7.277 -0.3614 0.5063 0.1852 0.06
C 9.577 10.209 6.029 0.0241 0.3686 0.4744 0.28
C 10.823 10.195 5.443 0.0957 -0.1593 -0.2116 -0.48
C 11.422 11.416 5.147 0.8230 -0.7016 -0.4240 -0.80
C 10.819 12.616 5.407 -0.2134 0.5375 0.0987 -0.62
C 9.583 12.557 6.023 -0.3288 0.3651 0.1294 0.67
N 9.032 11.391 6.324 -0.0826 -0.0817 -0.0910 0.32
C 8.738 13.729 6.386 0.0405 0.1296 0.2185 0.53
C 9.174 15.044 6.291 0.2271 -0.5103 -0.2859 -0.63
C 8.296 16.063 6.601 0.0239 0.5450 -0.0414 -0.39
C 7.025 15.747 7.051 0.1032 0.4994 0.1143 -0.82
C 6.692 14.415 7.182 -0.5689 -0.1543 0.0575 -0.01
N 7.508 13.427 6.848 0.4973 -0.1005 -0.3761 -0.11
H 6.248 6.331 7.430 0.1475 0.4510 -0.1040 0.40
H 8.460 5.697 6.532 0.0026 0.0364 -0.0063 0.46
H 10.082 7.506 5.885 -0.1211 -0.1475 0.0273 0.40
H 5.728 8.788 7.656 -0.1800 -0.1185 0.2109 0.44
H 11.311 9.265 5.194 0.0784 0.0357 0.0013 0.39
H 12.398 11.421 4.675 -0.0204 -0.0887 0.0136 0.44
H 11.286 13.559 5.134 -0.1066 -0.2594 0.0828 0.37
H 10.186 15.256 5.960 -0.1925 0.0316 0.0330 0.35
H 8.610 17.102 6.476 -0.1433 -0.3380 0.1494 0.44
H 6.325 16.530 7.330 0.0730 -0.2551 -0.1056 0.40
H 5.722 14.106 7.547 -0.0276 0.0892 0.0993 0.49
C 10.540 11.496 11.435 -0.2142 -0.0192 0.0374 -1.41
C 9.351 11.815 12.312 -0.3583 -0.0919 0.2527 0.47
C 9.066 13.313 12.313 -0.0351 -0.3229 -0.2551 -1.14
O 8.121 11.075 11.954 0.3874 0.2177 0.3241 -0.32
P 7.569 10.328 10.655 -0.2456 0.9083 1.3408 0.74
S 8.646 8.885 10.006 0.0525 -0.2931 -0.2456 -0.39
S 7.250 11.961 9.438 -0.0773 0.2185 -0.2423 -0.07
O 6.140 9.892 11.167 -0.5059 0.0235 0.2637 -0.46
C 5.106 10.494 12.115 0.4796 -0.3526 -0.9304 0.57
C 5.549 10.240 13.532 0.2946 -0.2976 -0.2070 -1.20
C 4.831 11.961 11.838 0.2649 -0.6487 -0.5805 -1.11
H 11.418 11.992 11.837 0.1213 0.0650 0.1390 0.48
H 10.378 11.878 10.432 -0.0554 0.0036 -0.2487 0.24
H 10.723 10.434 11.383 0.0953 -0.2898 -0.0236 0.34
H 9.528 11.475 13.344 0.0237 0.0568 -0.3488 0.22
H 8.901 13.634 11.282 -0.1350 0.1050 0.1218 0.19
H 9.929 13.856 12.699 0.0413 -0.0923 0.0428 0.46
H 8.207 13.562 12.931 -0.1135 -0.0078 -0.0322 0.27
H 4.240 9.875 11.835 0.2618 0.2536 0.2550 0.30
H 6.390 10.878 13.786 0.0226 0.1264 0.0449 0.14
H 5.881 9.209 13.625 -0.0937 -0.0848 0.1361 0.33
H 4.733 10.426 14.222 -0.1642 0.0219 0.0944 0.47
H 5.721 12.535 12.066 0.0653 0.2879 0.0817 0.15
H 4.004 12.270 12.460 -0.1934 0.1777 0.2790 0.48
H 4.557 12.123 10.792 0.0368 0.0016 0.1262 0.25
```
Forces are in eV/Å.